# 1
ORCA calculation (ωB97M-V/def2-TZVPD) on 4 unconnected molecules or ions with the total composition C15H18F6INO11 at a distorted geometry.

For the energy, the calculation gives -2361.65993 a.u. The SMILES is CCCN[C@](I)(OC=O)C(F)(F)F.O=C1OC[C@@H](F)O1.O=C1OC[C@@H](F)O1.O=C1OC[C@@H](F)O1.

The geometry in ORCA input format:
```
! RIJCOSX wB97M-V def2-TZVPD def2/J DEFGRID3
* xyz 0 1
C 3.17 0.73 1.53
C 2.83 0.19 0.12
C 1.92 1.16 -0.73
N 0.53 0.69 -0.90
C -0.34 0.88 0.22
I -2.26 1.65 -0.65
O 0.08 1.83 1.17
C -0.21 3.16 0.88
O -0.66 3.82 1.72
C -0.73 -0.44 1.01
F -0.96 -0.18 2.28
F 0.12 -1.44 0.86
F -1.90 -0.92 0.56
H 2.38 1.32 2.01
H 3.40 -0.15 2.17
H 4.12 1.29 1.49
H 3.78 0.11 -0.42
H 2.42 -0.83 0.11
H 2.36 1.13 -1.74
H 2.02 2.20 -0.41
H 0.51 -0.26 -1.26
H 0.06 3.63 -0.09
O 4.19 -0.09 -2.73
C 4.82 0.91 -2.77
O 6.04 1.03 -3.36
C 6.39 2.41 -3.32
C 5.56 2.93 -2.18
F 5.19 4.21 -2.38
O 4.40 2.11 -2.24
H 6.13 2.88 -4.27
H 7.46 2.54 -3.15
H 6.02 2.83 -1.20
O 0.28 -5.94 5.06
C -0.34 -5.41 4.20
O -0.02 -4.21 3.66
C -0.93 -3.98 2.57
C -2.09 -4.86 2.95
F -2.72 -5.35 1.85
O -1.47 -5.93 3.64
H -0.46 -4.29 1.64
H -1.20 -2.93 2.50
H -2.83 -4.38 3.60
O -4.69 2.30 -1.91
C -5.57 1.52 -1.70
O -6.55 1.22 -2.59
C -7.33 0.16 -2.03
C -7.06 0.33 -0.56
F -7.08 -0.87 0.08
O -5.73 0.83 -0.54
H -6.97 -0.79 -2.41
H -8.38 0.27 -2.28
H -7.72 1.03 -0.05
*
```


# 2
ORCA calculation (ωB97M-V/def2-TZVPD) on 4 unconnected molecules or ions with the total composition C15H18FO12P at a distorted geometry.

For the energy, the calculation gives -1926.50264 a.u. The SMILES is CP(C)C1=C(F)C(=O)OC1=O.O=C1OCCO1.O=C1OCCO1.O=C1OCCO1.

The geometry in ORCA input format:
```
! RIJCOSX wB97M-V def2-TZVPD def2/J DEFGRID3
* xyz 0 1
C 4.20 1.10 1.36
P 3.31 1.95 -0.01
C 3.69 3.74 0.14
C 1.58 1.81 0.48
C 0.73 2.65 1.08
F 0.97 3.84 1.57
C -0.64 2.09 1.16
O -1.64 2.56 1.57
O -0.56 0.81 0.63
C 0.74 0.61 0.17
O 1.03 -0.39 -0.39
H 4.90 1.77 1.86
H 3.53 0.70 2.12
H 4.76 0.27 0.92
H 2.81 4.35 0.29
H 4.39 3.94 0.96
H 4.16 4.04 -0.79
O -0.28 1.22 -5.69
C -0.66 0.35 -4.97
O -1.95 0.12 -4.65
C -2.04 -1.13 -3.95
C -0.63 -1.27 -3.38
O 0.15 -0.54 -4.34
H -2.81 -1.08 -3.19
H -2.29 -1.92 -4.66
H -0.53 -0.79 -2.41
H -0.28 -2.29 -3.32
O 4.67 0.74 4.48
C 4.39 -0.37 4.82
O 3.93 -1.33 4.00
C 3.92 -2.58 4.71
C 3.84 -2.11 6.15
O 4.48 -0.83 6.09
H 3.06 -3.17 4.39
H 4.84 -3.11 4.48
H 2.82 -1.98 6.49
H 4.38 -2.75 6.85
O -4.80 -2.66 -3.58
C -5.65 -1.97 -3.10
O -5.49 -0.65 -2.83
C -6.77 -0.11 -2.48
C -7.52 -1.34 -2.01
O -6.88 -2.39 -2.75
H -6.65 0.65 -1.71
H -7.21 0.33 -3.37
H -7.38 -1.54 -0.95
H -8.58 -1.33 -2.24
*
```